Run P
{
  "formula": "H21O11",
  "method": "wB97M-V/def2-TZVPD",
  "total_charge": -1,
  "gap_ev": 9.5,
  "multiplicity": 1,
  "lumo_ev": 2.8,
  "symbols": ["O", "H", "H", "O", "H", "H", "O", "H", "H", "O", "H", "H", "O", "H", "H", "O", "H", "H", "O", "H", "O", "H", "H", "O", "H", "H", "O", "H", "H", "O", "H", "H"],
  "xyz": [[-4.34718, -1.41712, 1.40217], [-3.49241, -1.23206, 1.75676], [2.57022, 2.09731, 0.07400], [1.64364, 2.19312, -0.11788], [3.37454, 1.51253, -2.85800], [3.77430, -2.04495, 0.93437], [-0.88851, -3.11685, -2.08238], [2.15525, 1.73650, -1.79615], [1.36219, 2.57668, 1.71572], [-1.61696, -0.39917, -0.24590], [0.27804, 1.81613, 2.40188], [1.16200, 1.01280, 0.21011], [-1.30847, -1.52651, 2.53284], [-0.97795, 1.74639, -0.88093], [-4.66672, -0.60096, 1.00553], [0.77982, 2.66295, 2.49609], [-0.36074, 2.30322, 0.34241], [2.32989, -2.22677, 0.24074], [3.18979, -2.66991, 0.42038], [-0.65604, -2.25263, -1.71577], [2.44319, 1.31134, -2.68944], [0.09070, -3.45052, -1.87552], [0.50192, 0.05442, -1.93600], [-0.07454, 0.70348, -2.37731], [0.27977, 0.72463, -3.27980], [0.68974, 0.01328, 1.65796], [-1.19197, 2.35154, -0.15641], [-0.86050, -2.07594, 1.83980], [-0.71994, -0.14935, 0.12128], [0.89868, -0.08038, 0.72206], [-1.10784, -1.90052, 3.38224], [-1.88209, 0.36206, -0.76575]],
  "mulliken_charge": [-0.633, 0.332, 0.270, -1.086, 0.256, 0.320, -0.659, 0.485, 0.460, -0.503, 0.264, 0.275, -0.620, 0.213, 0.300, -0.685, 0.410, 0.327, -0.681, 0.349, -0.668, 0.328, 0.260, -0.616, 0.285, 0.206, -0.718, 0.325, 0.360, -0.680, 0.261, 0.263]
}

=====

Run Q
{
  "formula": "H21O11",
  "method": "wB97M-V/def2-TZVPD",
  "total_charge": -1,
  "gap_ev": 9.4,
  "multiplicity": 1,
  "lumo_ev": 3.2,
  "symbols": ["O", "H", "O", "H", "H", "O", "H", "H", "O", "H", "H", "O", "H", "H", "O", "H", "H", "O", "H", "H", "O", "H", "H", "O", "H", "H", "O", "H", "H", "O", "H", "H"],
  "xyz": [[0.27456, -0.41567, 0.06439], [-0.44032, 0.18968, 0.34195], [-1.27820, 1.53626, 0.99356], [-1.42235, 1.56242, 0.04764], [-0.32600, 1.53056, 1.09114], [-1.14717, -1.47076, -1.16511], [-0.42623, -1.19555, -0.59879], [-1.93625, -1.28829, -0.65492], [-1.77733, 1.77986, -1.04478], [-1.25020, 1.13132, -1.51144], [-1.78589, 2.54290, -1.62265], [0.61357, 0.89021, -1.54721], [0.28195, 0.30818, -0.86346], [1.42560, 0.47720, -1.84090], [1.21428, -2.31968, -1.53384], [0.99542, -3.05407, -0.96026], [0.78544, -1.56457, -1.13116], [0.78517, 0.71854, 1.83669], [1.23055, 0.09267, 2.40780], [0.63294, 0.23586, 1.02423], [0.13202, -2.11638, 1.47688], [-0.81092, -2.26287, 1.55199], [0.20989, -1.31442, 0.96014], [1.13347, 2.68072, 0.17315], [1.13034, 2.62401, -0.78237], [1.12924, 1.76995, 0.46762], [-2.23606, -0.91209, 0.72968], [-2.54435, -0.76334, 1.62358], [-1.43928, -0.38625, 0.65998], [2.53355, -0.62473, -0.13960], [2.72751, 0.30576, -0.02651], [1.58504, -0.68754, -0.02727]],
  "mulliken_charge": [-1.110, -2.157, -0.809, 0.812, 0.603, -0.901, 0.660, 0.507, -0.471, 0.284, 0.323, -0.908, 1.150, 0.407, -0.687, 0.296, 0.059, -0.743, 0.359, 1.152, -0.849, 0.328, 0.647, -0.738, 0.305, 0.202, -0.677, 0.285, 0.617, -0.758, 0.325, 0.488]
}

=====

Energies relative to the most stable structure are run P 0.000; run Q 9.281, reported in eV.

=====

Run P
{
  "formula": "C4H5FN2",
  "method": "wB97M-V/def2-TZVPD",
  "smiles": "C=N/C=C\\N=C/F",
  "gap_ev": 8.9,
  "multiplicity": 1,
  "lumo_ev": 0.9,
  "symbols": ["C", "C", "C", "C", "N", "N", "F", "H", "H", "H", "H", "H"],
  "xyz": [[-1.09100, 1.11868, -0.19117], [-1.49007, -0.17480, 0.03046], [1.26356, 1.03554, -0.07088], [0.48604, -1.61156, 0.24287], [0.17614, 1.45006, 0.21505], [-0.62506, -1.12552, 0.49245], [1.30309, -1.50178, -0.85887], [-1.67301, 2.04794, -0.53716], [-2.55869, -0.59205, 0.17585], [2.04083, 1.38354, 0.59277], [1.38951, 0.40838, -1.00228], [0.77865, -2.43843, 0.91091]],
  "mulliken_charge": [-0.183, -0.098, -0.447, 0.073, -0.365, -0.317, -0.263, 0.319, 0.286, 0.325, 0.318, 0.352]
}

=====

Run Q
{
  "formula": "C4H5FN2",
  "method": "wB97M-V/def2-TZVPD",
  "smiles": "F[C@@H]1C=NN=CC1",
  "gap_ev": 9.8,
  "multiplicity": 1,
  "lumo_ev": 0.1,
  "symbols": ["C", "C", "C", "C", "H", "H", "H", "H", "H", "N", "N", "F"],
  "xyz": [[-0.05830, -0.32389, -0.89767], [1.02597, -0.47555, 0.10602], [0.33771, -0.68978, 1.47847], [-0.74766, 0.84524, -0.47961], [-0.96000, -1.14268, -0.61282], [1.52481, -1.46864, -0.11497], [1.92029, 0.12867, 0.27156], [0.57179, -1.49996, 2.19014], [-0.35374, 1.81214, -1.16715], [-0.64929, 0.09277, 1.70479], [-0.77888, 1.12253, 0.81791], [0.43864, -0.27475, -2.16321]],
  "mulliken_charge": [0.268, -0.563, -0.023, -0.137, 0.238, 0.265, 0.295, 0.392, 0.268, -0.380, -0.327, -0.297]
}

=====

Run R
{
  "formula": "C4H5FN2",
  "method": "wB97M-V/def2-TZVPD",
  "gap_ev": [8.5, 8.5],
  "multiplicity": 1,
  "lumo_ev": [0.8, 0.8],
  "symbols": ["C", "C", "C", "C", "N", "N", "F", "H", "H", "H", "H", "H"],
  "xyz": [[-1.59172, -1.88758, 0.84216], [-1.07533, -0.07791, -0.49820], [0.63978, -0.56135, 1.05233], [1.01205, 1.29570, -0.54997], [-1.64791, -1.20608, -0.12764], [0.28801, 0.19413, 0.03316], [1.74729, -0.02083, 1.66261], [-1.36421, -2.92737, 1.11817], [-1.48449, 0.15502, -1.48844], [1.48385, 1.08934, -1.50799], [0.35372, 2.21744, -0.70727], [1.63896, 1.72949, 0.17107]],
  "mulliken_charge": [-0.068, -0.163, -0.336, -0.928, -0.204, 0.297, -0.189, 0.268, 0.331, 0.288, 0.319, 0.385]
}

=====

Energies relative to the most stable structure are run P 0.000; run Q 0.620; run R 2.207, reported in eV.